Entry 1:
{"formula": "C4H6N2O", "method": "ωB97M-V/def2-TZVPD", "elements": ["C", "C", "C", "N", "C", "O", "N", "H", "H", "H", "H", "H", "H"], "positions_angstrom": [[-1.42693, -0.40830, 0.01917], [-2.13044, -1.73748, 0.01480], [-2.00100, 0.74338, 0.08342], [3.55397, 1.55532, -0.03563], [2.57154, 0.68129, -0.07254], [-2.49078, 1.80469, 0.14135], [1.76134, -0.12956, -0.10464], [-0.34624, -0.42275, -0.03483], [3.72862, 2.07971, -0.87923], [3.68191, 2.05997, 0.82823], [-1.88735, -2.28565, -0.89474], [-3.20813, -1.60619, 0.06796], [-1.80652, -2.33443, 0.86667]], "forces_ev_per_angstrom": [[0.478, -1.061, -0.056], [-0.119, 0.131, 0.011], [-0.476, 1.271, 0.066], [0.836, 0.785, 0.036], [-0.241, -0.326, -0.014], [0.104, -0.380, -0.020], [-0.357, -0.450, -0.027], [0.007, 0.268, 0.004], [-0.016, 0.005, 0.094], [-0.011, 0.006, -0.097], [-0.060, -0.061, -0.015], [-0.086, -0.126, 0.000], [-0.058, -0.063, 0.016]], "mulliken_charge": [-0.323, -1.056, 0.701, -0.467, 0.309, -0.426, -0.404, 0.310, 0.242, 0.245, 0.263, 0.342, 0.262], "gap_ha": 0.3187, "multiplicity": 1, "fmax_ev_per_a": 1.36, "charge": 0, "de_lowest_kcal_mol": 50.1}


Entry 2:
{"formula": "C5H11N4O4S", "method": "ωB97M-V/def2-TZVPD", "elements": ["C", "C", "C", "C", "C", "N", "N", "N", "N", "O", "O", "O", "O", "S", "H", "H", "H", "H", "H", "H", "H", "H", "H", "H", "H"], "positions_angstrom": [[-2.16988, 0.02565, 0.06154], [1.06807, -1.34129, -0.42681], [-0.29018, 0.95562, 1.17938], [-0.39329, 0.86186, -1.24985], [0.47900, 0.68715, -0.06370], [-1.48892, 0.13156, 1.20667], [-1.78674, 0.64467, -1.00511], [-3.22392, -0.76722, 0.03628], [1.98098, -1.60178, 0.48141], [0.44407, -1.84985, -1.32745], [2.73574, 0.95730, 1.23464], [2.70243, 1.12248, -1.24055], [2.37391, -2.91556, 0.72493], [2.11839, 1.37737, -0.01397], [0.43421, 0.78006, 1.99545], [-0.76372, 2.00432, 1.10928], [-0.21560, 1.93027, -1.52829], [-0.08841, 0.06164, -2.06981], [-1.38016, -0.65354, 1.77588], [-2.27685, 0.62989, -1.90149], [-3.59214, -1.09462, 0.82529], [-3.91433, -0.63707, -0.67424], [2.50571, -0.78975, 0.87659], [2.84427, -3.34806, 0.00633], [1.89737, 2.82891, -0.01241]], "forces_ev_per_angstrom": [[-0.680, -1.320, 1.108], [-1.840, 1.750, -0.774], [-0.322, 1.421, -0.036], [2.819, 0.489, -2.374], [1.123, -2.861, -0.207], [1.014, 0.813, -0.475], [0.307, 1.157, -1.395], [0.382, 1.081, -3.431], [0.128, -0.511, -0.699], [1.336, 0.656, 2.044], [-0.570, 0.359, -0.673], [1.935, -0.909, -3.297], [-0.453, 0.269, 1.142], [-2.417, 2.817, 2.344], [-1.200, 0.324, 0.287], [1.431, -0.973, 0.579], [-0.417, -0.806, -0.730], [-0.403, 2.036, 1.319], [-0.480, -1.548, 0.973], [-0.442, -0.268, 0.896], [-1.589, -1.489, 4.059], [-0.064, -0.144, -0.619], [-0.142, -1.105, 0.232], [0.239, 0.616, -0.771], [0.303, -1.854, 0.498]], "mulliken_charge": [0.531, 0.508, -1.095, -0.596, 0.055, -0.207, -0.158, -0.351, 0.119, -0.503, -0.646, -0.532, -0.425, 0.941, 0.578, 0.300, 0.269, 0.303, 0.318, 0.309, 0.210, 0.242, 0.232, 0.354, 0.246], "gap_ha": 0.3704, "multiplicity": 1, "fmax_ev_per_a": 4.61, "charge": 1, "de_lowest_kcal_mol": 23.2}


Entry 3:
{"formula": "C35H32Br2F4N3O3Sb2Se4W", "method": "ωB97M-V/def2-TZVPD", "elements": ["W", "Br", "C", "Br", "H", "H", "C", "C", "N", "C", "C", "C", "O", "O", "C", "O", "C", "C", "C", "F", "C", "C", "C", "N", "C", "C", "N", "C", "C", "H", "H", "H", "H", "H", "H", "H", "H", "H", "H", "H", "H", "H", "H", "H", "H", "H", "H", "Se", "Sb", "Se", "Se", "Se", "F", "C", "C", "C", "C", "C", "C", "Sb", "C", "C", "C", "C", "F", "C", "C", "C", "C", "C", "C", "F", "C", "C", "H", "H", "H", "H", "H", "H", "H", "H", "H", "H", "H", "H"], "positions_angstrom": [[0.93132, 0.40064, 1.02468], [-0.73275, 2.12649, 1.68511], [2.35644, 1.53420, 2.23065], [2.56810, -1.35429, 1.09014], [3.04685, 1.19332, 3.04011], [2.31349, 2.64377, 2.31563], [-5.41556, 1.52010, -2.67616], [-4.64829, 2.15944, -1.52091], [-3.45550, 1.39331, -1.19628], [-2.25694, 1.89669, -1.53887], [-1.07937, 1.23527, -1.27820], [0.25960, 1.91770, -1.34203], [0.51596, 2.85569, -2.05163], [1.14150, 1.42392, -0.45397], [-1.14858, -0.08849, -0.76252], [-0.01395, -0.68017, -0.37272], [-2.41484, -0.69537, -0.56034], [-2.56440, -2.06479, -0.27400], [-3.80605, -2.55720, 0.01978], [-4.01187, -3.88143, 0.01017], [-4.91430, -1.70904, 0.26177], [-4.77145, -0.37079, -0.13278], [-3.57352, 0.12550, -0.63737], [-6.08078, -2.25557, 0.75211], [-7.30294, -1.48645, 0.79046], [-8.49601, -2.45945, 0.63324], [-8.05162, -3.83591, 0.94596], [-7.28319, -3.82724, 2.21148], [-5.96460, -3.11085, 1.93406], [-6.32750, 2.08035, -2.85969], [-5.67416, 0.48822, -2.45263], [-4.82119, 1.53299, -3.58627], [-5.27799, 2.24451, -0.63206], [-4.33571, 3.16643, -1.80336], [-2.22292, 2.88849, -1.96552], [-1.72173, -2.73831, -0.33182], [-5.59844, 0.30093, 0.00653], [-7.34189, -0.78261, -0.03914], [-7.37273, -0.93014, 1.73283], [-8.89488, -2.44222, -0.38445], [-9.29297, -2.18381, 1.32348], [-7.38925, -4.13809, 0.22071], [-8.84632, -4.48185, 0.97412], [-7.07456, -4.83806, 2.55075], [-7.86571, -3.31342, 2.97225], [-5.15559, -3.83043, 1.81862], [-5.69505, -2.49738, 2.80510], [-2.57856, -4.08249, 2.91502], [-1.66138, -2.00057, 3.73586], [-0.25884, -0.76659, 2.31135], [-0.84191, -2.38261, 5.98607], [-3.91940, -1.16227, 4.00400], [7.60498, 5.72732, -2.46945], [6.82599, 4.80105, -1.89495], [5.96991, 4.05796, -2.68831], [5.16206, 3.11143, -2.08707], [5.24298, 2.89881, -0.72292], [6.09295, 3.65750, 0.05683], [6.89716, 4.61938, -0.52572], [4.04740, 1.35179, 0.16785], [5.59843, 0.48160, 1.39661], [6.00277, 1.20585, 2.51046], [7.05239, 0.76851, 3.29318], [7.68050, -0.41737, 2.95349], [8.69879, -0.85008, 3.70422], [7.27850, -1.16922, 1.86303], [6.22755, -0.71510, 1.08855], [4.19118, 0.08456, -1.61044], [5.45587, -0.09922, -2.15481], [5.60463, -0.73776, -3.36752], [4.47457, -1.17247, -4.04142], [4.61409, -1.76866, -5.22971], [3.20213, -0.99960, -3.52544], [3.07635, -0.36898, -2.30026], [5.94127, 4.22838, -3.75227], [4.47795, 2.54090, -2.70388], [6.15288, 3.49970, 1.12095], [7.56885, 5.22452, 0.06186], [5.49454, 2.12276, 2.78750], [7.38865, 1.32738, 4.15225], [7.78287, -2.09367, 1.63573], [5.90499, -1.30951, 0.24091], [6.32284, 0.27284, -1.62811], [6.58100, -0.88742, -3.80061], [2.33816, -1.34287, -4.07293], [2.06677, -0.23043, -1.90690]], "forces_ev_per_angstrom": [[2.566, 0.298, 2.566], [-0.254, 1.750, 0.282], [1.356, 0.793, -0.859], [1.661, -0.901, -0.263], [-0.426, -0.232, -0.887], [-0.263, -0.668, -0.329], [0.077, 0.117, 0.130], [-0.725, 0.220, -0.314], [0.762, 0.067, 0.056], [0.177, -0.265, 0.275], [0.000, -0.867, 0.097], [-0.911, 1.128, -1.083], [-0.109, -0.786, 0.438], [0.406, 2.765, -3.538], [1.345, 0.270, -0.056], [-2.522, -0.535, -2.366], [-0.105, 0.300, -0.274], [-0.447, -0.270, 0.281], [0.570, -0.127, -0.246], [0.001, 0.279, 0.035], [0.580, 0.797, -0.491], [-0.492, -0.476, 0.238], [0.776, -0.429, -0.015], [-0.330, -0.292, -0.282], [-0.011, 0.082, 0.012], [-0.196, 0.794, -0.271], [-0.153, -0.527, -0.159], [0.560, 0.058, 0.518], [0.313, -0.021, 0.612], [-0.107, 0.041, -0.029], [-0.063, -0.043, -0.023], [0.070, 0.002, -0.071], [0.155, 0.049, -0.037], [0.013, -0.122, 0.172], [-0.167, 0.070, -0.006], [0.038, -0.025, 0.028], [-0.138, 0.081, -0.038], [0.017, -0.001, 0.086], [-0.078, 0.059, -0.057], [0.099, -0.119, 0.149], [-0.015, -0.197, -0.026], [-0.245, -0.015, -0.036], [0.205, 0.108, -0.064], [-0.215, -0.102, -0.084], [-0.227, -0.024, -0.085], [-0.007, 0.146, -0.038], [0.114, -0.133, -0.080], [1.056, -0.807, -1.001], [-4.224, -3.497, 4.213], [-1.000, -1.417, 2.209], [0.767, 0.510, -0.540], [-0.245, 1.812, -0.244], [-0.063, -0.084, 0.049], [-0.052, -0.062, 0.024], [0.161, 0.175, -0.026], [-0.174, 0.004, -0.308], [-0.848, -0.234, 0.442], [0.158, 0.169, 0.120], [0.118, 0.133, -0.112], [1.468, -0.734, 0.842], [-0.598, 0.385, -0.439], [-0.109, 0.065, -0.049], [0.246, -0.171, 0.152], [-0.174, 0.096, -0.134], [0.008, -0.005, -0.008], [0.143, -0.014, 0.229], [-0.089, -0.016, -0.203], [-0.722, 0.503, 0.475], [-0.053, 0.245, 0.455], [-0.024, -0.196, -0.315], [-0.082, 0.075, 0.163], [0.046, -0.018, -0.013], [0.314, -0.059, -0.069], [-0.598, 0.128, 0.222], [-0.007, 0.045, -0.118], [0.027, 0.009, 0.022], [0.049, 0.035, 0.145], [0.092, 0.053, 0.044], [0.017, 0.031, 0.037], [0.027, 0.017, 0.107], [0.077, -0.134, -0.001], [0.011, 0.029, 0.041], [0.167, 0.017, -0.063], [0.079, -0.043, -0.068], [-0.029, -0.051, -0.061], [0.405, -0.091, -0.086]], "mulliken_charge": [0.346, -0.356, -0.536, -0.305, 0.529, 0.420, -1.037, -0.817, 0.138, -0.246, -0.222, 0.168, -0.577, -0.034, 1.084, -0.920, 0.614, -0.701, 0.064, -0.395, -0.081, -0.361, -0.051, 0.359, -0.575, -1.038, -0.093, -1.011, 0.264, 0.394, 0.321, 0.354, 0.359, 0.436, 0.546, 0.543, 0.547, 0.372, 0.413, 0.468, 0.379, 0.394, 0.333, 0.439, 0.327, 0.145, -0.374, -0.529, 0.900, 0.130, -0.518, -0.497, -0.315, 0.256, -0.666, -0.465, 0.529, -0.567, -0.683, 1.463, 0.626, -0.604, -0.892, 0.295, -0.316, -0.684, -0.503, -0.007, -0.383, -0.741, 0.128, -0.324, -0.730, -0.421, 0.460, 0.463, 0.194, 0.467, 0.435, 0.462, 0.476, 0.413, 0.554, 0.481, 0.504, 0.584], "gap_ha": [0.1187, 0.1178], "multiplicity": 1, "fmax_ev_per_a": 6.92, "charge": 1}